Record 1
{
  "formula": "C54H126N6O12",
  "method": "ωB97M-V with the def2-TZVPD basis set",
  "e_homo_ev": -7.8,
  "total_charge": 0,
  "homo_lumo_gap_ev": 8.02,
  "energy_ha": -3364.07393,
  "lumo_energy_ev": 0.22,
  "relative_energy_kj_mol": 423.15,
  "smiles": "CC1(C)CCCC(C)(C)N1O.CC1(C)CCCC(C)(C)N1O.CC1(C)CCCC(C)(C)N1O.CC1(C)CCCC(C)(C)N1O.CC1(C)CCCC(C)(C)N1O.CC1(C)CCCC(C)(C)N1O.O.O.O.O.O.O",
  "symbols": ["C", "C", "C", "C", "C", "C", "C", "C", "C", "N", "O", "H", "H", "H", "H", "H", "H", "H", "H", "H", "H", "H", "H", "H", "H", "H", "H", "H", "H", "H", "C", "C", "C", "C", "C", "C", "C", "C", "C", "N", "O", "H", "H", "H", "H", "H", "H", "H", "H", "H", "H", "H", "H", "H", "H", "H", "H", "H", "H", "H", "C", "C", "C", "C", "C", "C", "C", "C", "C", "N", "O", "H", "H", "H", "H", "H", "H", "H", "H", "H", "H", "H", "H", "H", "H", "H", "H", "H", "H", "H", "C", "C", "C", "C", "C", "C", "C", "C", "C", "N", "O", "H", "H", "H", "H", "H", "H", "H", "H", "H", "H", "H", "H", "H", "H", "H", "H", "H", "H", "H", "C", "C", "C", "C", "C", "C", "C", "C", "C", "N", "O", "H", "H", "H", "H", "H", "H", "H", "H", "H", "H", "H", "H", "H", "H", "H", "H", "H", "H", "H", "C", "C", "C", "C", "C", "C", "C", "C", "C", "N", "O", "H", "H", "H", "H", "H", "H", "H", "H", "H", "H", "H", "H", "H", "H", "H", "H", "H", "H", "H", "O", "H", "H", "O", "H", "H", "O", "H", "H", "O", "H", "H", "O", "H", "H", "O", "H", "H"],
  "coordinates": [[0.3358, 4.5099, 8.6029], [0.3693, 3.5135, 7.4132], [-0.0816, 2.1352, 7.9963], [-0.6494, 4.0896, 6.4056], [-0.5146, 3.4461, 4.9726], [0.9181, 3.8092, 4.5300], [2.0145, 3.1703, 5.4724], [2.0726, 1.6311, 5.2794], [3.3193, 3.9688, 5.2542], [1.7633, 3.3731, 6.9003], [2.7550, 2.9820, 7.8316], [-0.5402, 5.1528, 8.6890], [0.5477, 4.0240, 9.5553], [1.1623, 5.2203, 8.5827], [0.2598, 1.7517, 8.9578], [-1.1447, 2.2836, 8.1863], [0.0877, 1.3116, 7.3028], [-1.6378, 3.7394, 6.7031], [-0.6763, 5.1784, 6.4491], [-0.6697, 2.3698, 5.0486], [-1.2217, 3.8189, 4.2315], [1.0140, 4.8598, 4.2560], [1.1537, 3.2592, 3.6189], [2.4543, 1.4605, 4.2727], [1.1163, 1.1090, 5.3097], [2.6567, 1.0479, 5.9913], [3.1985, 5.0282, 5.4804], [3.6306, 3.8108, 4.2216], [4.1039, 3.6191, 5.9252], [3.1741, 3.7958, 8.1208], [0.3165, -1.9855, 1.1112], [-0.3978, -0.9080, 2.0224], [-0.4745, -1.5357, 3.4027], [0.4980, 0.3430, 2.3001], [0.6588, 1.3043, 1.1519], [-0.7447, 1.8335, 0.7880], [-1.6646, 0.5957, 0.3537], [-3.0307, 1.2742, 0.2457], [-1.2902, 0.1355, -1.0890], [-1.6096, -0.4354, 1.4370], [-2.6302, -1.4204, 1.3292], [-0.0056, -2.9744, 1.4375], [0.0043, -1.8417, 0.0768], [1.3807, -1.8994, 1.3308], [-1.0534, -2.4550, 3.3146], [0.5143, -1.7486, 3.8089], [-1.0665, -0.9198, 4.0797], [0.1302, 0.9045, 3.1589], [1.5442, 0.1512, 2.5385], [1.2774, 2.1726, 1.3790], [1.0048, 0.8381, 0.2293], [-0.6012, 2.4681, -0.0865], [-1.1669, 2.3650, 1.6409], [-3.8330, 0.5899, -0.0305], [-3.1261, 2.2353, -0.2596], [-3.2251, 1.4945, 1.2953], [-1.4951, 0.9556, -1.7770], [-1.9280, -0.6961, -1.3885], [-0.2848, -0.2286, -1.3004], [-2.3426, -1.9476, 0.5802], [-9.4557, 1.8340, -3.3655], [-8.7936, 0.5357, -3.8365], [-9.9173, -0.4984, -4.1511], [-8.1052, 0.7157, -5.2171], [-6.7325, 1.4281, -5.3110], [-5.7106, 0.7636, -4.3790], [-6.3090, 0.5437, -2.9953], [-5.2807, -0.5058, -2.3744], [-6.1824, 1.8256, -2.2722], [-7.6935, 0.0258, -2.9972], [-8.1086, -0.4244, -1.7716], [-10.1461, 2.2094, -4.1208], [-9.9899, 1.6438, -2.4346], [-8.7544, 2.6665, -3.3091], [-9.5416, -1.4246, -4.5859], [-10.3923, -0.7491, -3.2026], [-10.6656, -0.0371, -4.7955], [-7.8550, -0.2766, -5.5924], [-8.7820, 1.3743, -5.7615], [-6.4096, 1.3035, -6.3446], [-6.7503, 2.4956, -5.0912], [-4.8109, 1.3641, -4.5134], [-5.5240, -0.2001, -4.8528], [-4.2219, -0.2470, -2.3783], [-5.4744, -1.4761, -2.8316], [-5.6918, -0.6078, -1.3701], [-6.7989, 2.5251, -2.8367], [-5.1613, 2.2066, -2.2910], [-6.5482, 1.8079, -1.2456], [-8.0466, 0.3756, -1.2444], [2.2489, 1.2047, -6.8732], [1.0555, 2.1407, -6.5252], [1.4649, 3.5234, -6.0083], [0.4668, 2.3783, -7.9396], [-0.2370, 1.2158, -8.5786], [-1.4073, 0.8385, -7.5925], [-0.8456, 0.4227, -6.1643], [-2.1286, 0.2893, -5.3240], [-0.2160, -0.9358, -6.2185], [-0.0017, 1.5321, -5.6663], [0.4542, 1.3260, -4.3634], [3.1224, 1.7452, -7.2377], [2.0622, 0.3663, -7.5442], [2.8324, 0.7386, -6.0792], [2.1022, 4.0818, -6.6940], [2.1550, 3.3523, -5.1821], [0.6208, 4.1763, -5.7863], [-0.2038, 3.2374, -7.9577], [1.3495, 2.6566, -8.5154], [0.4411, 0.3811, -8.7561], [-0.6931, 1.4814, -9.5323], [-1.9934, 0.0010, -7.9709], [-2.0203, 1.7316, -7.4711], [-2.0757, 0.1167, -4.2491], [-2.8240, 1.1030, -5.5299], [-2.7224, -0.5635, -5.6528], [-0.8530, -1.5830, -6.8214], [0.7238, -0.8687, -6.7666], [0.1781, -1.3007, -5.2700], [-0.1968, 1.8592, -3.9014], [4.8266, -5.1620, 3.4877], [3.6966, -4.1770, 2.9633], [2.7888, -4.9257, 2.0126], [2.7490, -3.7198, 4.1489], [3.3709, -2.6818, 4.9825], [3.9219, -1.5359, 4.0661], [4.8851, -1.8957, 3.0093], [4.9620, -0.6866, 1.9645], [6.2936, -2.0473, 3.6969], [4.3789, -3.0527, 2.2542], [5.3211, -3.4820, 1.2997], [5.6565, -4.5685, 3.8713], [4.5080, -5.5319, 4.4622], [5.1735, -5.9841, 2.8616], [3.3811, -5.4873, 1.2902], [2.2772, -5.6858, 2.6030], [2.1089, -4.4205, 1.3265], [1.7829, -3.3977, 3.7604], [2.5725, -4.5451, 4.8387], [2.6006, -2.3539, 5.6806], [4.2696, -3.0442, 5.4817], [4.3962, -0.8526, 4.7705], [3.0655, -1.0080, 3.6465], [5.3109, 0.2569, 2.3843], [3.9811, -0.5398, 1.5123], [5.6233, -0.9356, 1.1346], [7.0062, -2.6088, 3.0927], [6.1992, -2.5814, 4.6425], [6.7334, -1.0590, 3.8304], [4.9313, -3.0305, 0.5475], [2.7989, -2.7715, -1.3727], [3.3497, -1.7777, -2.4777], [2.8400, -2.0869, -3.9222], [2.9370, -0.3395, -2.0234], [3.5998, 0.8417, -2.7536], [5.0990, 0.7251, -2.5332], [5.7412, -0.6793, -2.8479], [5.8678, -0.8295, -4.3821], [7.1894, -0.7738, -2.2251], [4.8469, -1.7783, -2.3267], [5.3861, -3.0672, -2.6066], [1.7140, -2.7825, -1.4779], [3.1120, -3.8011, -1.5462], [3.0388, -2.4488, -0.3596], [3.3588, -2.8885, -4.4479], [1.8325, -2.4283, -3.6844], [2.8650, -1.1803, -4.5268], [1.8791, -0.3043, -2.2835], [3.1534, -0.0145, -1.0057], [3.4230, 0.8051, -3.8285], [3.0667, 1.6994, -2.3434], [5.4181, 1.0663, -1.5483], [5.4500, 1.4650, -3.2524], [6.5177, 0.0045, -4.6470], [4.9236, -0.5193, -4.8296], [6.2079, -1.7957, -4.7548], [7.8452, 0.0825, -2.3819], [7.6353, -1.7094, -2.5625], [7.1898, -0.8488, -1.1377], [5.9677, -3.2040, -1.8552], [-3.8353, -0.1151, 3.4053], [-3.5700, 0.7636, 3.6768], [-3.1064, -0.4318, 2.8717], [-1.2733, -2.7528, 6.2609], [-0.9582, -3.5680, 5.8705], [-0.6406, -2.5575, 6.9521], [-2.8826, -0.2117, 6.5898], [-2.2208, -0.7996, 6.2256], [-2.5063, 0.0906, 7.4164], [-0.3278, -4.8968, 5.0251], [0.3658, -4.5971, 4.4375], [0.1351, -5.2167, 5.7994], [-6.1068, 0.3377, 1.3861], [-5.1909, 0.2706, 1.6561], [-6.4171, 1.1486, 1.7891], [-3.1180, -3.4385, -0.5985], [-2.8225, -4.2989, -0.3007], [-3.8872, -3.6222, -1.1377]],
  "atomic_forces_ev_per_a": [[1.1253, 0.2961, 0.6463], [1.2165, -0.6824, 2.0184], [-1.1979, 0.1112, -0.4407], [-0.5479, -1.8927, -1.3792], [1.3853, 1.5083, 0.9026], [0.0875, -2.2847, 0.0693], [0.3826, 0.4363, 1.8399], [0.4033, 0.1061, -1.3807], [0.1704, -1.1697, -0.5969], [-2.2832, 2.6519, -0.0597], [-0.9573, -0.6636, -0.6389], [-0.3248, -0.4793, -0.0795], [-0.4896, -0.2578, 0.0646], [0.1781, 0.1645, -0.6495], [0.8591, 0.7548, 0.0258], [-0.3683, -0.4894, -0.1871], [-0.2927, 0.1084, -0.2691], [-0.0509, 0.2809, 0.6578], [0.3537, -0.0388, -0.4483], [0.1131, -0.0337, 0.0518], [-0.2030, 0.1874, 0.2508], [0.2192, 0.1055, 0.6861], [-0.1212, 0.1081, -0.4992], [0.2595, -0.4066, -0.1138], [-0.4097, 0.5609, -0.0476], [0.4956, 0.6498, 0.1387], [-0.3984, -0.0564, -0.2357], [0.3392, 0.2835, -0.0930], [0.0548, -0.2432, -0.1959], [-0.0039, 0.2777, -0.0378], [-0.5877, 0.8858, 0.9398], [2.7774, 0.0260, -0.3311], [-1.8823, -0.3833, -0.1111], [0.9512, 0.4457, -0.8401], [-1.9326, 0.7626, -0.7075], [0.9205, -1.9438, -0.5512], [1.3212, 1.6388, -0.5442], [-0.8892, -1.0874, 1.8637], [-0.1050, -0.4624, 0.3011], [-1.7968, 1.8024, 0.3773], [1.0749, 0.4024, -0.3740], [-0.0444, -0.1095, -0.1252], [0.6349, -0.0566, -0.0694], [0.1717, -0.1713, -0.6305], [0.1205, -0.2780, 0.2485], [-0.0595, 0.1777, -0.1045], [0.2837, 0.1724, 0.1966], [-0.3955, -0.1000, 0.0581], [-0.1117, -1.1614, 0.4487], [0.3627, -0.2017, 0.1760], [0.5519, -0.2436, 0.1600], [-0.5531, 0.2881, 0.0505], [-0.2297, 0.0531, -0.1266], [0.0649, 0.0786, -0.4263], [0.5731, -0.3099, -0.4534], [-0.4567, 0.2565, 0.1464], [-0.0257, 0.0617, -0.0071], [-0.3127, -0.0468, -0.0014], [0.2572, 0.2853, 0.3965], [-0.5026, -0.7257, -0.4169], [0.2359, 0.0809, -0.3085], [1.4313, -0.0145, -1.6189], [0.5338, 0.1974, 1.4421], [0.8013, 1.4538, 0.5232], [-0.2921, -0.2398, 0.6503], [-1.8574, -0.1788, -2.2662], [2.5735, -1.2011, -0.2313], [-2.6986, -0.0574, 0.7408], [-0.4893, 1.5189, 0.3905], [0.2415, -1.1091, -2.2533], [-0.0395, 0.1937, 0.9247], [-0.4185, -0.3926, 0.0222], [0.0331, 0.3639, 0.0875], [0.1737, -0.1651, 0.5641], [0.1171, 0.1602, -0.0578], [-0.2340, -0.1468, -0.0183], [0.1308, -0.0201, -0.0789], [-0.8256, -0.0227, -0.4619], [-0.2702, -0.8095, -0.7938], [0.0948, 0.2423, -0.0929], [-0.3719, 0.1647, -0.0872], [0.2251, -0.1925, 1.0803], [0.2514, -0.3006, 0.2140], [-0.2860, 0.3402, -0.1727], [0.2726, -0.0028, -0.3051], [0.7637, -0.2385, 0.4856], [0.1013, 0.4398, 0.2798], [0.0434, -0.1042, 0.2030], [0.1167, -0.0701, 0.1651], [-0.2938, 0.0278, 1.0378], [1.6648, -0.0698, 1.1213], [-0.7518, -1.0892, -1.4893], [1.0197, -0.6598, 0.4141], [0.3235, 0.5634, -0.2037], [-1.4269, -0.5697, 1.0260], [2.0846, -0.2577, 0.1478], [-1.3032, 0.7692, -0.3052], [-0.8464, 0.0730, -0.0184], [1.8019, 0.0203, -0.8614], [-0.3664, 0.9154, -1.7278], [0.1136, -0.3179, 0.4422], [-0.3857, 0.6330, -0.8578], [-0.3287, 0.4606, -0.1439], [-0.8305, -0.2211, 1.0357], [-0.1585, -0.2935, -0.5819], [-0.4372, 0.3399, 0.6389], [-0.0436, -0.3407, 0.3325], [-0.0954, 0.1327, 0.2372], [-0.0896, 0.1891, -0.2751], [-0.1512, -0.1083, 0.0135], [0.1941, 0.1320, -0.0995], [-0.1488, 0.1058, 0.0198], [-0.1645, -0.1083, 0.0030], [0.6157, 0.3080, 0.1049], [0.2535, 0.4411, 0.3057], [0.2813, -0.3429, -0.3347], [-0.0162, -0.4599, 0.6447], [-0.0322, -0.0251, -0.3941], [-0.8994, -0.2721, 0.2707], [0.2057, -0.0120, 0.6205], [-0.7274, 0.9771, 1.5331], [0.8864, -0.5996, -0.0738], [0.6047, -1.2780, -1.0065], [1.1633, -0.8051, -0.9657], [1.1387, 1.5471, -0.9461], [-2.0476, 0.4962, 2.1365], [1.7073, 0.4684, -1.2126], [-0.0360, -1.1016, 0.3481], [-0.3618, -0.4184, -0.8208], [-1.6562, 0.9378, 1.2076], [-0.2949, -0.2301, 0.2460], [0.3753, 0.0750, -0.7680], [-0.4416, -0.8051, -0.1249], [-0.2368, 0.3546, -0.1862], [0.3426, -0.2021, 0.0716], [-0.3445, -0.0233, -0.0971], [-0.2396, 0.7537, 0.7449], [0.0840, 0.2088, -0.2890], [-0.1052, -0.6451, -0.4975], [0.4565, 0.5202, 0.3206], [-0.3213, -0.3984, 0.5151], [0.1046, 0.4015, -0.2632], [-0.1312, 0.0637, -0.1486], [-0.0454, -0.1171, 0.3031], [-0.2068, 0.0376, 0.1530], [0.2113, -0.0861, 0.0815], [-0.1515, -0.0618, -0.2124], [0.0990, 0.2310, 0.1375], [-0.1519, -0.0048, 0.3151], [0.3126, -0.2060, -0.7350], [-0.1321, 0.4123, -1.5808], [2.2195, 0.5057, 1.3084], [-0.1750, 0.0391, 1.5783], [-0.4645, 0.1273, -1.6420], [-0.3491, -2.0273, 0.0047], [0.2852, 0.3608, -0.3606], [-0.5564, -0.3626, -0.6054], [-0.1144, 1.4923, 0.4532], [-1.1492, -0.5902, 0.4529], [0.1508, 0.7993, 1.4838], [-0.0123, 0.3582, -0.5082], [-0.1716, 0.0845, 0.1819], [0.2857, 0.0741, 0.0111], [0.1685, 0.0923, -0.0947], [0.2051, 0.0250, 0.3281], [-0.3620, 0.1513, -0.8475], [-0.3198, -0.1457, -0.0279], [-0.3723, 0.2048, 0.5925], [-0.3774, -1.2096, 0.5375], [-0.2771, 0.1211, -0.0463], [0.6677, 0.4800, -0.1683], [-0.1434, -0.1319, 0.1943], [0.9950, -0.0988, 0.0689], [0.5590, -0.3462, -0.5132], [-0.1515, -0.4932, -0.1571], [-0.0049, 0.1570, 0.2113], [-0.2328, -0.0029, -0.7508], [0.3109, 0.2270, -0.2827], [-0.5470, -0.0725, 0.2418], [0.0384, -0.2718, 0.0925], [-0.5862, 0.1828, 0.1508], [0.0975, 0.1544, 0.3051], [0.2553, -0.1192, -0.2157], [-0.2780, 0.9661, 0.5760], [-0.0037, -0.4784, -0.6190], [0.0862, 0.1150, 0.2664], [-0.2187, 0.4768, -0.0083], [0.1025, -0.5659, -0.2184], [0.0734, 0.0996, 0.2267], [-0.2013, -0.3230, -0.0318], [0.2323, 0.1076, -0.3117], [0.1940, -0.3735, 0.2089], [-0.5086, 0.0454, -0.5657], [0.4331, -0.2610, 0.4832], [-0.0638, 0.1282, 0.1809], [0.2899, 0.1009, -0.0384], [0.1012, -0.2377, 0.1298], [-0.2858, 0.1307, -0.1337]],
  "mulliken_charge": [-1.957, 1.564, -1.406, -1.815, -0.156, -0.653, 1.632, -1.561, -2.235, 0.521, -0.453, 0.388, 0.352, 0.414, 0.315, 0.482, 0.193, 0.538, 0.488, -0.026, 0.573, 0.467, -0.106, 0.384, -0.029, 0.550, 0.461, 0.406, 0.457, 0.344, -0.392, 3.196, -2.560, 0.470, 0.105, -1.724, 1.919, -1.844, -1.639, 1.675, -0.629, 0.406, 0.161, -0.665, 0.626, -0.261, 0.182, -0.499, -0.884, 0.720, -0.878, 0.543, 0.296, -0.344, 0.411, 0.553, 0.684, 0.228, -0.175, 0.287, -1.620, 1.547, -1.835, -1.256, -1.140, -1.229, 1.762, -1.914, -1.481, 0.331, -0.455, 0.436, 0.384, 0.339, 0.375, 0.435, 0.373, 0.342, 0.487, 0.443, 0.424, 0.288, 0.463, -0.009, 0.627, 0.568, 0.492, 0.275, 0.153, 0.384, -1.457, 1.756, -1.978, -1.499, -0.651, -1.499, 2.321, -2.551, -1.732, -0.072, 0.112, 0.557, 0.353, -0.074, 0.425, 0.301, 0.447, 0.419, 0.452, 0.348, 0.427, 0.531, 0.393, 0.383, 0.530, 0.496, 0.473, 0.367, 0.232, 0.247, -1.591, 1.321, -1.816, 0.613, -1.655, 0.092, 1.886, -1.785, -2.075, 1.635, -0.730, 0.368, 0.381, 0.291, 0.511, 0.400, 0.064, -1.166, 0.973, 0.426, 0.485, 0.666, -1.455, 0.543, -0.108, 0.513, 0.360, 0.364, 0.527, 0.243, -1.593, 1.370, -1.268, 0.187, 0.258, -1.718, 1.221, -1.431, -1.868, 1.151, -0.593, 0.437, 0.545, -0.071, 0.152, 0.591, 0.012, -0.295, -0.374, -0.769, 0.714, 0.396, 0.483, 0.488, 0.210, 0.258, 0.370, 0.485, 0.287, 0.358, -0.849, 0.332, 0.110, -0.545, 0.311, 0.271, -0.573, 0.317, 0.238, -0.787, 0.443, 0.325, -0.583, 0.310, 0.296, -0.511, 0.232, 0.244]
}

=====

Record 2
{
  "formula": "C4H4S",
  "method": "ωB97M-V with the def2-TZVPD basis set",
  "e_homo_ev": -8.7,
  "total_charge": 0,
  "homo_lumo_gap_ev": 8.56,
  "energy_ha": -552.83934,
  "lumo_energy_ev": -0.12,
  "relative_energy_kj_mol": 400.85,
  "smiles": "C=C=S.C#C",
  "symbols": ["C", "C", "S", "H", "H", "C", "C", "H", "H"],
  "coordinates": [[1.7863, 1.7877, -0.5460], [1.5251, 0.9860, 0.4249], [1.0591, 0.2786, 1.7188], [2.2413, 2.6955, -0.1953], [1.9368, 1.6544, -1.7199], [-1.7551, -1.5859, 0.4755], [-2.3110, -2.1500, -0.3998], [-1.6185, -1.3225, 1.5428], [-2.8641, -2.3438, -1.3010]],
  "atomic_forces_ev_per_a": [[1.4300, 0.3888, -3.6005], [-0.7563, -0.2389, 0.2578], [0.0934, -0.4910, 0.3097], [0.0286, 0.5943, 0.1026], [-0.7458, -0.2260, 2.9542], [0.5105, 0.7138, 4.0348], [-1.3494, -0.3661, -2.8042], [0.4190, -0.0173, -1.5659], [0.3700, -0.3575, 0.3115]],
  "mulliken_charge": [-0.471, 0.323, -0.316, 0.227, 0.242, -0.310, -0.326, 0.292, 0.339]
}